{
  "formula": "C56H55GeIrN4P2S2Si2",
  "method": "ωB97M-V/def2-TZVPD",
  "species": ["Ir", "C", "Si", "C", "C", "N", "P", "C", "P", "N", "Si", "C", "C", "C", "C", "C", "C", "C", "C", "C", "C", "C", "C", "C", "C", "C", "C", "C", "C", "C", "C", "C", "C", "C", "C", "C", "C", "C", "H", "H", "H", "H", "H", "H", "H", "H", "H", "H", "H", "H", "H", "H", "H", "H", "H", "H", "H", "H", "H", "H", "H", "H", "H", "H", "H", "H", "H", "H", "H", "H", "H", "H", "H", "H", "H", "H", "S", "C", "C", "C", "C", "N", "C", "C", "C", "S", "C", "N", "H", "H", "C", "Ge", "C", "C", "C", "C", "C", "C", "C", "C", "C", "C", "C", "C", "C", "C", "C", "C", "H", "H", "H", "H", "H", "H", "H", "H", "H", "H", "H", "H", "H", "H", "H"],
  "coordinates": [[-0.05567, -0.70564, 0.32187], [1.68022, 4.01105, -0.32915], [2.13246, 2.19758, -0.00049], [3.79539, 2.15091, 0.89701], [2.41691, 1.38249, -1.67949], [0.81039, 1.45186, 0.83534], [0.66891, 0.85306, 2.32505], [0.85846, -0.86223, 2.31376], [2.33948, -1.75292, 2.17442], [2.92068, -1.83899, 0.65723], [2.90336, -2.71067, -2.19994], [3.29849, -4.53012, -1.95796], [1.67513, -2.37673, -3.58236], [4.42196, -1.61498, -2.18985], [3.78402, -1.27806, 3.14745], [3.77553, -1.42531, 4.53240], [4.86510, -1.00873, 5.27932], [5.96103, -0.43746, 4.64716], [5.98588, -0.32069, 3.26408], [4.90012, -0.74429, 2.51365], [1.93256, -3.45287, 2.69820], [0.61356, -3.88625, 2.75975], [0.32960, -5.23103, 2.95471], [1.36048, -6.14905, 3.09048], [2.68066, -5.72015, 3.03982], [2.96468, -4.37959, 2.83830], [-1.10411, 1.11313, 2.70145], [-1.59325, 2.35682, 3.09381], [-2.95833, 2.57431, 3.20452], [-3.85622, 1.55838, 2.90208], [-3.38017, 0.31531, 2.51575], [-2.01238, 0.08995, 2.43113], [1.50315, 1.81482, 3.62085], [1.72585, 3.17832, 3.44993], [2.29931, 3.92065, 4.46923], [2.66756, 3.30197, 5.65716], [2.44236, 1.94460, 5.83345], [1.84981, 1.20548, 4.82087], [2.24798, 4.37639, -1.18972], [1.91354, 4.66430, 0.51509], [0.61897, 4.12354, -0.55969], [4.44950, 2.93797, 0.51261], [4.28765, 1.19260, 0.72887], [3.70160, 2.29008, 1.97399], [3.41342, 1.62737, -2.05751], [1.69067, 1.72071, -2.42169], [2.33281, 0.29679, -1.59711], [2.37929, -5.11360, -1.88962], [3.85312, -4.67810, -1.02932], [3.89702, -4.93075, -2.77947], [0.78936, -3.00497, -3.45742], [2.09720, -2.58224, -4.56817], [1.34535, -1.33562, -3.56034], [4.94377, -1.71518, -1.23800], [4.15207, -0.56620, -2.31771], [5.10490, -1.89757, -2.99473], [2.92168, -1.88684, 5.01600], [4.86588, -1.13151, 6.35503], [6.80201, -0.09177, 5.23488], [6.85379, 0.09856, 2.77172], [4.90746, -0.69082, 1.43375], [-0.18437, -3.16139, 2.65764], [-0.69982, -5.56414, 3.00177], [1.13553, -7.19906, 3.22833], [3.48693, -6.43414, 3.15328], [3.99285, -4.03866, 2.78493], [-0.90696, 3.16355, 3.31497], [-3.32049, 3.54723, 3.51220], [-4.92171, 1.73569, 2.97395], [-4.07209, -0.48587, 2.28549], [-1.64158, -0.90324, 2.18497], [1.45403, 3.65099, 2.51286], [2.45804, 4.98384, 4.34013], [3.12879, 3.88299, 6.44543], [2.72310, 1.46434, 6.76224], [1.64016, 0.15193, 4.95223], [1.70544, -2.31601, -0.37910], [-1.47044, -1.87550, -0.72322], [-2.07848, -3.11051, -0.53582], [-2.74635, -3.75567, -1.57754], [-3.36444, -5.02073, -1.33117], [-3.84348, -6.04230, -1.11252], [-2.79314, -3.18467, -2.86047], [-2.16021, -1.96060, -3.07555], [-1.54268, -1.34437, -2.00926], [-0.65042, 0.19398, -2.16655], [-3.48076, -3.82938, -3.93272], [-4.03539, -4.32863, -4.80682], [-2.05548, -3.59714, 0.43213], [-2.16434, -1.50832, -4.05879], [-2.14098, 2.74686, -0.29060], [-2.28733, 1.81476, -2.01806], [-1.58659, 2.85607, -3.54229], [-1.37671, 2.21739, -4.76402], [-0.64775, 2.83048, -5.76890], [-0.11433, 4.09701, -5.56159], [-0.34297, 4.75308, -4.36292], [-1.07770, 4.13692, -3.35765], [-4.05326, 0.93069, -2.01596], [-4.23668, 0.01111, -1.01372], [-5.46482, -0.65585, -0.84850], [-6.51332, -0.36637, -1.67389], [-6.38058, 0.60274, -2.69485], [-7.46632, 0.93229, -3.54057], [-7.33695, 1.88681, -4.50821], [-6.10440, 2.54554, -4.68920], [-5.03176, 2.23495, -3.90273], [-5.13340, 1.26152, -2.87824], [-2.28572, 3.82141, -0.41461], [-1.16499, 2.55843, 0.15680], [-2.91648, 2.36130, 0.37158], [-1.78299, 1.22451, -4.92552], [-0.47760, 2.31271, -6.70422], [0.48412, 4.56718, -6.33110], [0.06512, 5.74198, -4.19559], [-1.24784, 4.65898, -2.42282], [-3.42886, -0.20712, -0.32531], [-5.56761, -1.40134, -0.06944], [-7.46726, -0.86535, -1.55133], [-8.40495, 0.40807, -3.40497], [-8.17747, 2.13827, -5.14179], [-6.01369, 3.29839, -5.46175], [-4.08219, 2.73432, -4.05349]],
  "atomic_forces_ev_per_a": [[0.8, 0.5, -2.2], [0.1, -0.2, 0.0], [0.1, 0.1, -0.3], [-0.3, 0.0, 0.0], [-0.2, 0.1, 0.2], [0.1, -0.7, 0.2], [0.0, -0.4, 0.4], [-0.1, 0.6, -0.6], [-0.6, -0.5, -0.4], [0.4, 0.0, -0.1], [-0.2, 0.4, -0.2], [-0.1, 0.2, 0.0], [0.2, -0.1, 0.1], [-0.2, -0.1, -0.1], [-0.3, 0.2, 0.1], [0.0, -0.1, -0.1], [0.0, 0.0, 0.1], [0.0, 0.0, 0.0], [0.0, 0.0, 0.1], [0.0, -0.1, 0.0], [0.1, 0.1, 0.0], [0.0, 0.0, 0.1], [0.0, -0.1, 0.0], [-0.1, 0.0, 0.0], [0.1, 0.0, 0.0], [0.0, 0.0, 0.0], [0.0, 0.0, 0.0], [-0.1, 0.0, 0.0], [0.1, 0.0, 0.0], [0.0, -0.1, 0.0], [-0.1, 0.0, 0.0], [0.1, 0.0, -0.1], [-0.1, -0.2, 0.0], [0.0, -0.1, 0.0], [0.0, 0.1, 0.0], [0.0, 0.0, 0.0], [0.0, 0.0, 0.0], [-0.1, 0.0, 0.0], [0.0, 0.0, 0.0], [0.0, 0.0, 0.0], [0.0, 0.0, 0.0], [0.0, 0.0, 0.0], [0.0, 0.0, 0.0], [0.1, 0.0, 0.0], [0.0, 0.1, 0.1], [0.0, 0.0, 0.0], [0.0, 0.1, 0.0], [0.0, 0.0, 0.0], [0.0, 0.1, 0.0], [0.0, 0.1, 0.0], [0.0, 0.0, 0.0], [0.0, 0.0, 0.0], [0.1, 0.0, 0.0], [0.0, -0.1, 0.0], [0.0, -0.1, 0.0], [0.0, 0.0, 0.0], [0.0, 0.0, 0.0], [0.0, 0.0, 0.0], [0.0, 0.0, 0.0], [0.0, 0.0, 0.0], [0.0, 0.0, 0.0], [0.0, 0.0, 0.0], [0.0, 0.0, 0.0], [0.0, 0.0, 0.0], [0.0, 0.0, 0.0], [0.0, -0.1, 0.0], [0.0, 0.0, 0.0], [0.0, 0.0, 0.0], [0.0, 0.0, 0.0], [0.0, 0.0, 0.0], [0.0, -0.1, 0.1], [0.0, 0.0, 0.0], [0.0, 0.0, 0.0], [0.0, 0.0, 0.0], [0.0, 0.0, 0.0], [0.0, 0.0, 0.0], [-1.3, 0.6, 1.2], [1.4, -0.3, 0.4], [-0.1, 0.0, 0.4], [0.1, 0.4, -0.1], [-0.1, -0.3, 0.1], [0.0, 0.1, 0.0], [0.2, 0.2, 0.3], [-0.3, -0.2, 0.0], [0.0, 0.2, 0.0], [-0.1, -0.5, 0.9], [-0.1, -0.2, -0.2], [0.0, 0.0, 0.0], [0.1, 0.0, 0.0], [0.0, 0.0, 0.0], [0.1, -0.2, -0.4], [-0.2, 0.3, 0.3], [-0.2, -0.2, 0.3], [-0.1, 0.0, 0.0], [0.0, 0.0, 0.0], [0.0, 0.0, 0.0], [0.0, 0.1, 0.0], [-0.1, 0.0, 0.1], [0.5, 0.2, -0.1], [0.1, 0.1, 0.0], [-0.1, -0.1, 0.0], [0.0, 0.0, 0.1], [0.1, 0.1, -0.1], [0.0, 0.1, -0.1], [-0.1, -0.1, 0.0], [0.1, 0.0, 0.0], [0.0, 0.1, 0.0], [-0.2, -0.1, -0.1], [0.0, 0.0, 0.0], [0.0, 0.0, 0.0], [0.0, 0.0, 0.0], [0.1, 0.0, 0.0], [0.0, 0.0, 0.0], [0.0, 0.0, 0.0], [0.0, 0.0, 0.0], [0.1, 0.0, 0.0], [0.0, 0.0, 0.0], [0.0, 0.0, 0.0], [0.0, 0.0, 0.0], [0.0, 0.0, 0.0], [0.0, 0.0, 0.0], [0.0, 0.0, 0.0], [-0.1, 0.0, 0.0]],
  "lumo_ev": [-1.0, -1.0],
  "de_lowest_ev": 1.3082,
  "e_tot_ha": -6625.35249,
  "orbital_gap_ev": [5.831, 5.831]
}